Molecular formula: C48H112N2O23S7
Method: DFT, ωB97M-V/def2-TZVPD

Computed properties:
2S+1 = 1
HOMO = -8.70 eV
Energy = -6523.0619 hartree
Net charge = 0
Orbital gap = 8.628 eV

Last columns: bonded neighbours and bond lengths (Å).
CARTESIAN COORDINATES (ANGSTROEM)
1 C -6.59 -0.67 5.66  S2 1.888, H5 1.090, H6 1.090, H7 1.090
2 S -5.87 -2.40 5.88  C1 1.888, O3 1.519, C4 1.831
3 O -4.57 -2.23 6.65  S2 1.519
4 C -7.12 -3.02 7.07  S2 1.831, H8 1.090, H9 1.090, H10 1.090
5 H -6.45 0.01 6.51  C1 1.090
6 H -7.63 -0.68 5.33  C1 1.090
7 H -6.05 -0.15 4.87  C1 1.090
8 H -8.06 -2.51 6.88  C4 1.090
9 H -6.70 -2.65 8.00  C4 1.090
10 H -7.18 -4.10 7.01  C4 1.090
11 C -0.63 1.60 6.35  S12 1.858, H15 1.090, H16 1.090, H17 1.090
12 S -0.90 3.43 6.12  C11 1.858, O13 1.495, C14 1.865
13 O -0.12 3.78 4.89  S12 1.495
14 C -2.59 3.28 5.34  S12 1.865, H18 1.090, H19 1.090, H20 1.090
15 H -0.52 1.08 5.40  C11 1.090
16 H -1.49 1.24 6.91  C11 1.090
17 H 0.32 1.47 6.85  C11 1.090
18 H -3.28 2.87 6.07  C14 1.090
19 H -2.47 2.62 4.47  C14 1.090
20 H -2.99 4.23 5.00  C14 1.090
21 C 4.44 6.40 6.89  S22 1.852, H25 1.090, H26 1.090, H27 1.090
22 S 3.83 7.79 5.82  C21 1.852, O23 1.531, C24 1.855
23 O 4.73 8.94 6.29  S22 1.531
24 C 4.47 7.16 4.20  S22 1.855, H28 1.090, H29 1.090, H30 1.090
25 H 3.80 5.55 6.66  C21 1.090
26 H 4.33 6.75 7.92  C21 1.090
27 H 5.47 6.20 6.61  C21 1.090
28 H 3.95 7.64 3.38  C24 1.090
29 H 4.03 6.17 4.09  C24 1.090
30 H 5.56 7.22 4.13  C24 1.090
31 C 5.89 3.94 -1.99  S32 1.906, H35 1.090, H36 1.090, H37 1.090
32 S 7.41 3.96 -0.83  C31 1.906, O33 1.509, C34 1.864
33 O 7.46 2.81 0.15  S32 1.509
34 C 8.51 3.42 -2.24  S32 1.864, H38 1.090, H39 1.090, H40 1.090
35 H 6.00 4.55 -2.89  C31 1.090
36 H 5.00 4.18 -1.41  C31 1.090
37 H 5.83 2.89 -2.26  C31 1.090
38 H 8.69 4.28 -2.88  C34 1.090
39 H 8.23 2.49 -2.73  C34 1.090
40 H 9.45 3.23 -1.71  C34 1.090
41 C 1.46 -4.88 5.67  S42 1.832, H45 1.090, H46 1.090, H47 1.090
42 S 2.73 -4.59 4.38  C41 1.832, O43 1.477, C44 1.821
43 O 3.10 -3.20 4.69  S42 1.477
44 C 3.91 -5.68 5.24  S42 1.821, H48 1.090, H49 1.090, H50 1.090
45 H 1.27 -5.95 5.68  C41 1.090
46 H 0.60 -4.30 5.33  C41 1.090
47 H 1.71 -4.55 6.68  C41 1.090
48 H 3.50 -6.69 5.32  C44 1.090
49 H 4.31 -5.32 6.18  C44 1.090
50 H 4.78 -5.68 4.58  C44 1.090
51 C -0.46 6.77 0.22  S52 1.816, H55 1.090, H56 1.090, H57 1.090
52 S -0.77 7.95 -1.13  C51 1.816, O53 1.513, C54 1.856
53 O -1.50 9.09 -0.47  S52 1.513
54 C 1.01 8.42 -1.40  S52 1.856, H58 1.090, H59 1.090, H60 1.090
55 H 0.08 5.91 -0.16  C51 1.090
56 H -1.39 6.44 0.67  C51 1.090
57 H 0.10 7.25 1.03  C51 1.090
58 H 1.46 8.60 -0.42  C54 1.090
59 H 1.06 9.39 -1.91  C54 1.090
60 H 1.61 7.66 -1.89  C54 1.090
61 C 9.45 -2.19 -1.40  S62 1.819, H65 1.090, H66 1.090, H67 1.090
62 S 8.70 -3.35 -0.22  C61 1.819, O63 1.523, C64 1.902
63 O 9.81 -3.69 0.78  S62 1.523
64 C 7.55 -2.09 0.61  S62 1.902, H68 1.090, H69 1.090, H70 1.090
65 H 10.12 -2.79 -2.02  C61 1.090
66 H 10.05 -1.47 -0.84  C61 1.090
67 H 8.59 -1.72 -1.87  C61 1.090
68 H 8.09 -1.20 0.96  C64 1.090
69 H 7.15 -2.38 1.58  C64 1.090
70 H 6.64 -1.79 0.09  C64 1.090
71 C 5.87 0.26 8.18  O72 1.236, N73 1.376, H76 1.101
72 O 5.29 0.01 9.24  C71 1.236
73 N 6.85 1.21 7.96  C71 1.376, C74 1.463, C75 1.450
74 C 7.47 1.38 6.65  N73 1.463, H77 1.090, H78 1.090, H79 1.090
75 C 7.51 1.88 9.06  N73 1.450, H80 1.090, H81 1.090, H82 1.090
76 H 5.68 -0.25 7.22  C71 1.101
77 H 8.46 0.95 6.78  C74 1.090
78 H 7.56 2.43 6.37  C74 1.090
79 H 6.90 1.04 5.79  C74 1.090
80 H 7.47 2.96 8.89  C75 1.090
81 H 6.98 1.83 10.01  C75 1.090
82 H 8.56 1.62 9.19  C75 1.090
83 C 6.23 0.40 -6.50  O84 1.215, N85 1.336, H88 1.101
84 O 6.92 -0.51 -6.09  C83 1.215
85 N 4.91 0.48 -6.35  C83 1.336, C86 1.450, C87 1.431
86 C 4.21 1.63 -6.91  N85 1.450, H89 1.090, H90 1.090, H91 1.090
87 C 4.18 -0.54 -5.66  N85 1.431, H92 1.090, H93 1.090, H94 1.090
88 H 6.61 1.26 -7.08  C83 1.101
89 H 3.77 2.28 -6.17  C86 1.090
90 H 3.43 1.13 -7.49  C86 1.090
91 H 4.87 2.15 -7.60  C86 1.090
92 H 4.81 -1.20 -5.06  C87 1.090
93 H 3.40 -0.21 -4.98  C87 1.090
94 H 3.66 -1.20 -6.36  C87 1.090
95 O 2.58 -5.88 -3.57  C96 1.212
96 C 2.54 -6.64 -2.62  O95 1.212, O97 1.357, C100 1.461
97 O 1.72 -6.58 -1.54  C96 1.357, C98 1.418
98 C 0.64 -5.68 -1.39  O97 1.418, C99 1.510, H101 1.090, H102 1.090
99 C -0.65 -6.12 -2.05  C98 1.510, H103 1.090, H104 1.090, H105 1.090
100 C 3.52 -7.72 -2.64  C96 1.461, H106 1.090, H107 1.090, H108 1.090
101 H 1.08 -4.72 -1.65  C98 1.090
102 H 0.60 -5.66 -0.31  C98 1.090
103 H -0.88 -7.12 -1.69  C99 1.090
104 H -0.51 -6.13 -3.13  C99 1.090
105 H -1.51 -5.48 -1.84  C99 1.090
106 H 4.01 -7.79 -3.61  C100 1.090
107 H 2.97 -8.59 -2.30  C100 1.090
108 H 4.28 -7.59 -1.87  C100 1.090
109 O -2.04 -9.78 4.47  C110 1.260
110 C -2.63 -9.40 3.42  O109 1.260, O111 1.332, C114 1.461
111 O -3.19 -10.19 2.51  C110 1.332, C112 1.417
112 C -2.99 -11.59 2.57  O111 1.417, C113 1.524, H115 1.090, H116 1.090
113 C -1.60 -12.07 2.20  C112 1.524, H117 1.090, H118 1.090, H119 1.090
114 C -2.79 -7.97 3.18  C110 1.461, H120 1.090, H121 1.090, H122 1.090
115 H -3.66 -11.98 1.80  C112 1.090
116 H -3.19 -12.03 3.55  C112 1.090
117 H -1.28 -11.73 1.21  C113 1.090
118 H -1.41 -13.14 2.31  C113 1.090
119 H -1.01 -11.60 2.98  C113 1.090
120 H -3.24 -7.43 4.02  C114 1.090
121 H -3.37 -7.76 2.28  C114 1.090
122 H -1.90 -7.34 3.07  C114 1.090
123 O -6.69 4.24 1.02  C124 1.218
124 C -7.81 4.62 1.29  O123 1.218, O125 1.403, C128 1.562
125 O -8.24 5.90 1.69  C124 1.403, C126 1.461
126 C -7.27 6.99 1.69  O125 1.461, C127 1.531, H129 1.090, H130 1.090
127 C -7.07 7.49 0.26  C126 1.531, H131 1.090, H132 1.090, H133 1.090
128 C -8.97 3.60 1.54  C124 1.562, H134 1.090, H135 1.090, H136 1.090
129 H -6.36 6.62 2.17  C126 1.090
130 H -7.67 7.74 2.37  C126 1.090
131 H -8.02 7.76 -0.21  C127 1.090
132 H -6.63 6.70 -0.36  C127 1.090
133 H -6.48 8.37 0.49  C127 1.090
134 H -8.54 2.62 1.36  C128 1.090
135 H -9.80 3.77 0.85  C128 1.090
136 H -9.35 3.67 2.56  C128 1.090
137 O -5.94 -1.46 -3.55  C138 1.262
138 C -7.10 -1.84 -3.87  O137 1.262, O139 1.388, C142 1.536
139 O -7.62 -1.71 -5.15  C138 1.388, C140 1.371
140 C -6.71 -1.35 -6.11  O139 1.371, C141 1.548, H143 1.090, H144 1.090
141 C -7.50 -1.22 -7.43  C140 1.548, H145 1.090, H146 1.090, H147 1.090
142 C -8.03 -2.50 -2.83  C138 1.536, H148 1.090, H149 1.090, H150 1.090
143 H -5.92 -2.09 -6.19  C140 1.090
144 H -6.41 -0.34 -5.81  C140 1.090
145 H -8.47 -0.74 -7.27  C141 1.090
146 H -7.72 -2.23 -7.78  C141 1.090
147 H -6.94 -0.92 -8.32  C141 1.090
148 H -7.38 -2.85 -2.04  C142 1.090
149 H -8.58 -3.36 -3.21  C142 1.090
150 H -8.60 -1.69 -2.36  C142 1.090
151 O 1.41 -0.30 -0.23  C152 1.185
152 C 1.03 0.41 0.64  O151 1.185, O153 1.376, C156 1.565
153 O -0.26 0.66 1.05  C152 1.376, C154 1.362
154 C -1.40 0.00 0.71  O153 1.362, C155 1.458, H157 1.090, H158 1.090
155 C -1.82 -1.15 1.49  C154 1.458, H159 1.090, H160 1.090, H161 1.090
156 C 2.06 1.15 1.55  C152 1.565, H162 1.090, H163 1.090, H164 1.090
157 H -1.26 -0.16 -0.36  C154 1.090
158 H -2.14 0.80 0.79  C154 1.090
159 H -1.05 -1.92 1.52  C155 1.090
160 H -2.62 -1.56 0.88  C155 1.090
161 H -2.09 -0.82 2.49  C155 1.090
162 H 1.88 2.21 1.72  C156 1.090
163 H 3.03 1.06 1.07  C156 1.090
164 H 2.15 0.62 2.50  C156 1.090
165 O -1.97 0.73 -9.87  C166 1.223
166 C -2.09 -0.48 -10.03  O165 1.223, O167 1.364, C170 1.524
167 O -1.83 -1.43 -9.09  C166 1.364, C168 1.397
168 C -1.48 -1.09 -7.78  O167 1.397, C169 1.543, H171 1.090, H172 1.090
169 C -1.35 -2.37 -6.93  C168 1.543, H173 1.090, H174 1.090, H175 1.090
170 C -2.48 -1.03 -11.39  C166 1.524, H176 1.090, H177 1.090, H178 1.090
171 H -2.21 -0.35 -7.45  C168 1.090
172 H -0.53 -0.55 -7.87  C168 1.090
173 H -0.40 -2.89 -7.07  C169 1.090
174 H -2.14 -3.09 -7.08  C169 1.090
175 H -1.21 -2.00 -5.91  C169 1.090
176 H -3.38 -1.64 -11.33  C170 1.090
177 H -1.68 -1.64 -11.80  C170 1.090
178 H -2.56 -0.15 -12.04  C170 1.090
179 O -0.95 3.29 -5.02  C180 1.215
180 C -1.63 4.25 -5.30  O179 1.215, O181 1.368, C184 1.472
181 O -2.91 4.47 -4.85  C180 1.368, C182 1.398
182 C -3.60 3.46 -4.18  O181 1.398, C183 1.493, H185 1.090, H186 1.090
183 C -5.05 3.84 -4.20  C182 1.493, H187 1.090, H188 1.090, H189 1.090
184 C -1.01 5.46 -5.87  C180 1.472, H190 1.090, H191 1.090, H192 1.090
185 H -3.19 3.32 -3.18  C182 1.090
186 H -3.39 2.49 -4.62  C182 1.090
187 H -5.33 3.84 -5.25  C183 1.090
188 H -5.34 4.67 -3.55  C183 1.090
189 H -5.60 2.96 -3.88  C183 1.090
190 H -0.60 5.20 -6.85  C184 1.090
191 H -0.17 5.56 -5.19  C184 1.090
192 H -1.64 6.34 -5.95  C184 1.090

Mulliken atomic charge list, values in e, 6 entries: -0.96, 0.50, -0.61, -0.82, 0.33, 0.35